# 1
The following is a DFT calculation (ωB97M-V with the def2-TZVPD basis set) of the molecule C10H13N5O2 at a distorted geometry.

Properties
relative energy (zero: lowest compared OMol25 entry of this formula, charge and spin): 289.9 kJ/mol
net charge: 0

Positions of all 30 atoms, in Å:
C -3.712 -1.256 0.074
O -3.169 -0.274 0.934
C -2.074 0.438 0.543
C -1.968 1.712 1.099
C -0.924 2.546 0.764
C 0.022 2.131 -0.156
C -0.040 0.857 -0.700
C 1.005 0.398 -1.693
N 2.358 0.765 -1.330
C 2.941 0.188 -0.262
N 2.549 -0.995 0.279
N 3.381 -1.262 1.221
N 4.249 -0.288 1.261
N 4.026 0.659 0.356
C -1.074 -0.009 -0.332
O -1.093 -1.295 -0.849
C -0.486 -2.250 0.014
H -3.220 -2.224 0.193
H -3.650 -0.950 -0.972
H -4.758 -1.351 0.368
H -2.734 2.023 1.793
H -0.858 3.530 1.202
H 0.820 2.800 -0.443
H 0.797 0.838 -2.673
H 0.965 -0.688 -1.788
H 2.635 1.722 -1.485
H 5.019 -0.244 1.911
H 0.569 -2.015 0.187
H -0.576 -3.208 -0.494
H -1.001 -2.295 0.980

Atoms 1-3, force components in eV/Å:
C -0.256 -0.225 -0.205
O 0.365 0.067 0.197
C -0.016 0.143 -0.039

Mulliken charges in e: atom 1 (C): -0.70, atom 2 (O): -0.47, atom 3 (C): 0.53, atom 4 (C): -0.67, atom 5 (C): -0.72, atom 6 (C): -0.65, atom 7 (C): 1.01, atom 8 (C): -1.09, atom 9 (N): -0.18, atom 10 (C): 0.49, atom 11 (N): 0.14, atom 12 (N): -0.82, atom 13 (N): 0.39, atom 14 (N): -0.70, atom 15 (C): 0.43, atom 16 (O): -0.56, atom 17 (C): -0.67, atom 18 (H): 0.24, atom 19 (H): 0.32, atom 20 (H): 0.28, atom 21 (H): 0.42, atom 22 (H): 0.38, atom 23 (H): 0.31, atom 24 (H): 0.41, atom 25 (H): 0.48, atom 26 (H): 0.29, atom 27 (H): 0.24, atom 28 (H): 0.29, atom 29 (H): 0.23, atom 30 (H): 0.38

# 2
The following is a DFT calculation (ωB97M-V with the def2-TZVPD basis set) of a structure of composition C14H14O3S at a distorted geometry.

Properties
relative energy (zero: lowest compared OMol25 entry of this formula, charge and spin): 241.3 kJ/mol
net charge: 0

Positions of all 32 atoms, in Å:
C 3.230 -0.201 2.058
O 1.815 0.066 2.204
C 0.999 -0.887 1.714
C -0.442 -0.555 1.916
C -1.416 -1.544 1.983
C -2.749 -1.199 2.227
C -3.086 0.151 2.366
C -2.098 1.136 2.405
C -0.770 0.782 2.140
H 3.737 0.760 2.107
H 3.595 -0.833 2.885
H 3.458 -0.673 1.084
H 1.328 -1.934 1.792
H -1.056 -2.566 1.910
H -3.511 -1.979 2.315
H -4.127 0.410 2.533
H -2.367 2.172 2.639
H 0.016 1.524 2.212
C -0.395 1.795 -3.919
C -1.351 1.071 -3.189
C -0.945 0.011 -2.369
C 0.401 -0.336 -2.343
S 0.916 -1.636 -1.104
O 2.237 -2.207 -1.464
O 0.980 -0.486 -0.023
C 1.359 0.354 -3.072
C 0.951 1.415 -3.892
H -0.715 2.629 -4.552
H -2.414 1.316 -3.282
H -1.678 -0.534 -1.763
H 2.402 0.052 -3.013
H 1.696 1.927 -4.504

Atoms 1-3, force components in eV/Å:
C 0.137 -0.291 -0.128
O 0.307 -1.109 -0.244
C -0.557 1.544 -2.075

Mulliken charges in e: atom 1 (C): -0.69, atom 2 (O): -0.30, atom 3 (C): -0.04, atom 4 (C): 0.66, atom 5 (C): -0.30, atom 6 (C): -0.65, atom 7 (C): -0.39, atom 8 (C): -0.63, atom 9 (C): -0.45, atom 10 (H): 0.28, atom 11 (H): 0.26, atom 12 (H): 0.29, atom 13 (H): 0.50, atom 14 (H): 0.35, atom 15 (H): 0.38, atom 16 (H): 0.39, atom 17 (H): 0.36, atom 18 (H): 0.40, atom 19 (C): -0.42, atom 20 (C): -0.46, atom 21 (C): -0.33, atom 22 (C): 0.41, atom 23 (S): 0.44, atom 24 (O): -0.63, atom 25 (O): -0.23, atom 26 (C): -0.56, atom 27 (C): -0.41, atom 28 (H): 0.34, atom 29 (H): 0.35, atom 30 (H): 0.34, atom 31 (H): 0.40, atom 32 (H): 0.36

# 3
The following is a DFT calculation (ωB97M-V with the def2-TZVPD basis set) of a cluster of 9 separate species, C10H36N12O12S in total at a distorted geometry.

Properties
net charge: -2

Positions of all 71 atoms, in Å:
S 0.077 0.053 -0.001
O 0.978 -0.151 1.164
O 0.614 0.929 -1.018
O -0.246 -1.178 -0.655
O -1.141 0.691 0.489
C 3.776 1.375 -2.003
O 4.799 1.692 -2.531
N 3.405 0.227 -1.504
N 2.819 2.251 -2.131
H 2.432 0.266 -1.237
H 3.929 -0.538 -1.905
H 1.999 2.103 -1.560
H 3.014 3.147 -2.555
C -2.395 -3.691 1.373
O -2.566 -4.731 1.934
N -3.090 -2.660 1.621
N -1.422 -3.489 0.412
H -3.760 -2.689 2.377
H -2.873 -1.796 1.146
H -1.183 -2.612 -0.029
H -0.908 -4.304 0.109
C -3.371 -0.430 -2.701
O -4.356 -0.497 -3.437
N -2.823 0.707 -2.187
N -2.547 -1.420 -2.614
H -2.068 0.666 -1.517
H -3.336 1.572 -2.273
H -1.712 -1.377 -2.047
H -2.905 -2.359 -2.713
C -1.311 4.075 -0.336
O -1.953 5.149 -0.210
N -1.106 3.503 -1.417
N -0.801 3.408 0.695
H -1.479 3.818 -2.301
H -0.518 2.683 -1.417
H -0.462 2.478 0.495
H -0.614 3.809 1.603
C 1.734 -3.201 -3.339
O 2.353 -3.966 -2.594
N 0.895 -2.243 -3.001
N 1.723 -3.311 -4.674
H 0.573 -1.966 -2.084
H 0.384 -1.853 -3.780
H 2.189 -4.010 -5.235
H 1.421 -2.442 -5.089
C 3.567 2.142 1.656
O 4.402 3.035 1.618
N 3.826 0.866 1.647
N 2.264 2.393 1.649
H 4.777 0.528 1.621
H 3.101 0.184 1.476
H 1.924 3.328 1.822
H 1.577 1.658 1.734
C -5.006 1.065 0.721
C -4.213 2.244 1.257
O -3.108 1.834 2.074
H -5.487 0.435 1.470
H -4.578 0.409 -0.037
H -5.865 1.417 0.149
H -4.929 2.836 1.828
H -4.003 2.914 0.422
H -2.365 1.764 1.470
C 3.063 -2.455 4.791
C 2.963 -1.337 3.752
O 1.907 -1.774 2.924
H 2.278 -2.665 5.518
H 4.015 -2.340 5.308
H 3.174 -3.418 4.294
H 3.888 -1.290 3.178
H 2.894 -0.314 4.122
H 1.764 -1.146 2.213

Atoms 1-3, force components in eV/Å:
S -0.207 1.017 2.600
O 0.144 0.379 -1.142
O 1.634 1.667 -1.310

Mulliken charges in e: atom 1 (S): 0.05, atom 2 (O): -1.08, atom 3 (O): -1.05, atom 4 (O): -0.27, atom 5 (O): -0.14, atom 6 (C): 0.38, atom 7 (O): -0.78, atom 8 (N): -0.15, atom 9 (N): -0.32, atom 10 (H): 0.23, atom 11 (H): 0.23, atom 12 (H): 0.40, atom 13 (H): 0.17, atom 14 (C): 0.47, atom 15 (O): -0.74, atom 16 (N): -0.23, atom 17 (N): -0.20, atom 18 (H): 0.19, atom 19 (H): 0.16, atom 20 (H): 0.16, atom 21 (H): 0.15, atom 22 (C): 0.45, atom 23 (O): -0.78, atom 24 (N): -0.18, atom 25 (N): -0.25, atom 26 (H): 0.12, atom 27 (H): 0.19, atom 28 (H): 0.24, atom 29 (H): 0.21, atom 30 (C): 0.45, atom 31 (O): -0.84, atom 32 (N): -0.06, atom 33 (N): -0.08, atom 34 (H): 0.23, atom 35 (H): 0.04, atom 36 (H): 0.03, atom 37 (H): 0.16, atom 38 (C): 0.68, atom 39 (O): -0.70, atom 40 (N): -0.08, atom 41 (N): -0.41, atom 42 (H): 0.03, atom 43 (H): 0.17, atom 44 (H): 0.20, atom 45 (H): 0.16, atom 46 (C): 0.43, atom 47 (O): -0.79, atom 48 (N): -0.08, atom 49 (N): -0.06, atom 50 (H): 0.18, atom 51 (H): 0.15, atom 52 (H): 0.13, atom 53 (H): 0.19, atom 54 (C): -0.96, atom 55 (C): -0.07, atom 56 (O): -0.61, atom 57 (H): 0.30, atom 58 (H): 0.08, atom 59 (H): 0.39, atom 60 (H): 0.35, atom 61 (H): 0.10, atom 62 (H): 0.36, atom 63 (C): -1.43, atom 64 (C): 0.10, atom 65 (O): -0.46, atom 66 (H): 0.35, atom 67 (H): 0.37, atom 68 (H): 0.32, atom 69 (H): 0.20, atom 70 (H): 0.29, atom 71 (H): 0.56

# 4
The following is a DFT calculation (ωB97M-V with the def2-TZVPD basis set) of the molecule C3H8N2O at a distorted geometry.

Properties
relative energy (zero: lowest compared OMol25 entry of this formula, charge and spin): 236.7 kJ/mol
net charge: 0

Positions of all 14 atoms, in Å:
H 3.502 -0.349 -0.235
N 2.788 -0.812 0.314
C 1.710 -0.175 0.425
O 0.591 -0.675 0.824
C -0.898 0.044 0.438
C -0.783 0.987 -0.696
N -1.810 -0.996 0.237
H 1.512 0.863 -0.152
H -1.103 0.544 1.388
H 0.240 1.554 -0.549
H -0.618 0.497 -1.657
H -1.635 1.664 -0.705
H -1.832 -1.655 1.005
H -1.664 -1.491 -0.635

Atoms 1-3, force components in eV/Å:
H -0.140 0.447 0.359
N 0.351 -0.837 0.550
C 0.017 2.819 -3.672

Mulliken charges in e: atom 1 (H): 0.24, atom 2 (N): -0.66, atom 3 (C): 0.50, atom 4 (O): -0.45, atom 5 (C): 0.31, atom 6 (C): -1.09, atom 7 (N): -0.55, atom 8 (H): -0.05, atom 9 (H): 0.26, atom 10 (H): 0.26, atom 11 (H): 0.37, atom 12 (H): 0.32, atom 13 (H): 0.27, atom 14 (H): 0.27

| no. | LUMO (eV) | HOMO energy (eV) |
| --- | --- | --- |
| 1 | 0.945 | -8.48 |
| 2 | 0.501 | -8.63 |
| 3 | 4.433 | -4.59 |
| 4 | 0.905 | -9.28 |